{"formula": "C20H20BIrN7O2S2", "method": "ωB97M-V with the def2-TZVPD basis set", "e_above_lowest_kj_mol": 0.00, "gap_ev": 7.7, "e_homo_ev": -10.97, "charge": 1, "spin_multiplicity": 1, "symbols": ["Ir", "O", "C", "N", "C", "O", "C", "C", "C", "C", "C", "N", "C", "C", "C", "C", "C", "N", "H", "H", "H", "H", "H", "H", "H", "H", "C", "N", "C", "C", "N", "B", "N", "C", "C", "N", "C", "C", "S", "C", "S", "H", "H", "H", "H", "H", "H", "H", "H", "H", "H", "H", "H"], "coordinates": [[0.118371, -0.646594, -0.125655], [0.126804, 3.043803, 1.570524], [0.152235, 2.109100, 0.818668], [-0.520272, 0.895638, 0.947883], [-1.880989, 0.911729, 1.249356], [-2.428926, 1.626032, 2.040584], [-2.647273, 0.010133, 0.309475], [-4.023886, -0.048436, 0.342440], [-4.678077, -0.793124, -0.627346], [-3.930207, -1.443864, -1.595695], [-2.550430, -1.351467, -1.556327], [-1.923753, -0.634023, -0.621953], [0.850003, 2.143416, -0.513230], [1.433823, 3.281424, -1.027155], [1.948656, 3.231512, -2.314030], [1.857142, 2.048645, -3.031933], [1.264558, 0.945386, -2.443266], [0.765338, 1.002862, -1.209796], [-4.545109, 0.495755, 1.117434], [-5.757328, -0.861598, -0.630493], [-4.401474, -2.029156, -2.371910], [-1.922924, -1.865301, -2.271825], [1.459490, 4.173653, -0.416561], [2.411358, 4.104098, -2.754692], [2.243589, 1.970678, -4.037723], [1.189243, -0.007181, -2.950386], [1.936976, -5.128404, 0.158991], [1.795745, -4.342169, 1.375303], [2.532360, -4.493422, 2.530412], [2.091668, -3.550494, 3.394846], [1.098805, -2.826624, 2.776210], [0.366454, -1.598125, 3.414337], [1.334199, -0.359248, 3.324261], [1.481262, 0.525802, 4.366239], [2.357521, 1.484790, 3.991690], [2.739757, 1.184272, 2.705863], [3.700688, 1.938994, 1.917496], [2.098017, 0.063713, 2.312706], [2.322325, -0.642387, 0.733148], [0.944539, -3.320058, 1.549986], [-0.234660, -2.825612, 0.364087], [2.711581, -5.871815, 0.321559], [2.221531, -4.482149, -0.668933], [1.001020, -5.630084, -0.077189], [3.281533, -5.257822, 2.630067], [2.390394, -3.337190, 4.405356], [-0.654771, -1.382686, 2.824331], [0.204336, -1.821566, 4.582811], [0.946309, 0.391106, 5.288485], [2.739484, 2.342676, 4.514420], [3.953479, 2.840980, 2.467350], [3.266906, 2.207547, 0.957185], [4.600779, 1.351957, 1.747095]], "atomic_forces_ev_per_a": [[0.0, 0.0, 0.0], [0.0, 0.0, 0.0], [0.0, 0.0, 0.0], [0.0, 0.0, 0.0], [0.0, 0.0, 0.0], [0.0, 0.0, 0.0], [0.0, 0.0, 0.0], [0.0, 0.0, 0.0], [0.0, 0.0, 0.0], [0.0, 0.0, 0.0], [0.0, 0.0, 0.0], [0.0, 0.0, 0.0], [0.0, 0.0, 0.0], [0.0, 0.0, 0.0], [0.0, 0.0, 0.0], [0.0, 0.0, 0.0], [0.0, 0.0, 0.0], [0.0, 0.0, 0.0], [0.0, 0.0, 0.0], [0.0, 0.0, 0.0], [0.0, 0.0, 0.0], [0.0, 0.0, 0.0], [0.0, 0.0, 0.0], [0.0, 0.0, 0.0], [0.0, 0.0, 0.0], [0.0, 0.0, 0.0], [0.0, 0.0, 0.0], [0.0, 0.0, 0.0], [0.0, 0.0, 0.0], [0.0, 0.0, 0.0], [0.0, 0.0, 0.0], [0.0, 0.0, 0.0], [0.0, 0.0, 0.0], [0.0, 0.0, 0.0], [0.0, 0.0, 0.0], [0.0, 0.0, 0.0], [0.0, 0.0, 0.0], [0.0, 0.0, 0.0], [0.1, 0.0, 0.0], [0.0, 0.0, 0.0], [0.0, 0.0, 0.0], [0.0, 0.0, 0.0], [0.0, 0.0, 0.0], [0.0, 0.0, 0.0], [0.0, 0.0, 0.0], [0.0, 0.0, 0.0], [0.0, 0.0, 0.0], [0.0, 0.0, 0.0], [0.0, 0.0, 0.0], [0.0, 0.0, 0.0], [0.0, 0.0, 0.0], [0.0, 0.0, 0.0], [0.0, 0.0, 0.0]]}


{"formula": "C20H20BIrN7O2S2", "method": "ωB97M-V with the def2-TZVPD basis set", "e_above_lowest_kj_mol": 284.16, "gap_ev": 6.8, "e_homo_ev": -10.64, "charge": 1, "spin_multiplicity": 1, "symbols": ["Ir", "O", "C", "N", "C", "O", "C", "C", "C", "C", "C", "N", "C", "C", "C", "C", "C", "N", "H", "H", "H", "H", "H", "H", "H", "H", "C", "N", "C", "C", "N", "B", "N", "C", "C", "N", "C", "C", "S", "C", "S", "H", "H", "H", "H", "H", "H", "H", "H", "H", "H", "H", "H"], "coordinates": [[-0.399308, 0.282429, -1.336990], [-2.439429, 3.468787, 0.484188], [-1.778491, 2.768947, -0.237946], [-2.031740, 1.476381, -0.635671], [-3.183847, 0.840697, -0.234278], [-4.049460, 1.255745, 0.491305], [-3.289171, -0.505648, -0.856751], [-4.393314, -1.297687, -0.607832], [-4.455696, -2.550845, -1.187656], [-3.420990, -2.947147, -2.022668], [-2.358203, -2.089770, -2.228288], [-2.282858, -0.891561, -1.636685], [-0.527825, 3.278972, -0.860363], [-0.110586, 4.572154, -0.611259], [1.063274, 5.014063, -1.191956], [1.756402, 4.149284, -2.026617], [1.263784, 2.875711, -2.231889], [0.146328, 2.437588, -1.639570], [-5.167333, -0.908863, 0.038593], [-5.292467, -3.208492, -0.994012], [-3.422776, -3.915021, -2.503722], [-1.546286, -2.360978, -2.882715], [-0.717244, 5.191007, 0.034473], [1.433879, 6.011790, -0.998567], [2.676980, 4.446690, -2.508526], [1.769817, 2.185112, -2.886280], [-0.072049, -4.948437, 0.084079], [-0.008737, -3.782387, 0.950382], [-0.162105, -3.776925, 2.325407], [-0.068966, -2.491950, 2.719175], [0.157873, -1.712511, 1.597688], [0.236125, -0.174835, 1.604506], [1.668505, 0.386687, 1.601036], [2.331003, 0.857606, 2.721748], [3.523828, 1.346062, 2.329761], [3.584494, 1.189037, 0.956400], [4.677332, 1.604646, 0.092133], [2.442537, 0.610385, 0.536715], [2.145701, 0.253636, -1.120422], [0.178670, -2.515532, 0.531605], [0.413180, -2.121981, -1.127697], [-0.392201, -5.803727, 0.671622], [0.902456, -5.155576, -0.355244], [-0.785073, -4.771404, -0.719391], [-0.325918, -4.677454, 2.889597], [-0.145518, -2.058255, 3.699794], [-0.249956, 0.173288, 0.522672], [-0.367149, 0.257128, 2.542583], [1.889734, 0.804388, 3.700541], [4.324463, 1.789167, 2.894225], [5.390658, 2.174614, 0.679862], [4.292319, 2.225686, -0.714976], [5.175356, 0.739305, -0.342111]], "atomic_forces_ev_per_a": [[0.3, -0.2, 1.5], [-0.1, -0.1, -0.1], [0.1, 0.3, 0.1], [1.3, -0.9, -0.5], [-0.2, -0.2, 0.1], [0.1, 0.1, -0.1], [-0.2, -0.2, 0.0], [-0.1, -0.1, 0.0], [0.0, 0.0, 0.0], [0.0, 0.1, 0.0], [0.0, 0.1, -0.3], [0.6, 0.3, -0.4], [0.2, 0.3, 0.1], [0.0, 0.1, 0.0], [0.0, 0.0, 0.0], [-0.1, 0.0, 0.0], [-0.1, 0.0, -0.3], [-0.1, -0.7, -0.4], [0.0, 0.0, 0.0], [0.0, 0.0, 0.0], [0.0, 0.0, -0.1], [0.0, 0.0, 0.0], [0.0, 0.0, 0.0], [0.0, 0.0, 0.0], [0.0, 0.0, -0.1], [0.0, 0.0, 0.0], [0.0, 0.0, -0.1], [0.0, -0.1, 0.0], [0.0, 0.0, 0.0], [0.1, 0.0, -0.1], [0.0, 0.0, 0.3], [-0.2, 0.1, -0.1], [0.0, 0.0, 0.3], [0.0, -0.1, -0.1], [0.0, 0.0, 0.0], [0.1, 0.0, 0.0], [0.0, 0.0, -0.1], [0.0, 0.1, 0.1], [-0.8, 0.4, -0.3], [-0.1, 0.0, 0.1], [-0.7, 0.6, -0.3], [0.0, 0.0, 0.0], [0.0, 0.0, 0.0], [0.0, 0.0, 0.0], [0.0, 0.0, -0.1], [0.0, 0.0, 0.0], [-0.1, 0.1, 0.6], [0.0, 0.0, 0.0], [0.0, 0.0, 0.0], [0.0, 0.0, -0.1], [0.0, 0.0, 0.0], [0.0, 0.0, 0.0], [0.0, 0.0, 0.0]]}


Q: What is the formula in the first record?
A: C20H20BIrN7O2S2